Computed, not measured: a structure of composition C30H54CsN11O6S2Si in a non-equilibrium geometry, with ωB97M-V with the def2-TZVPD basis set.

Properties
* energy relative to the best compared isomer or geometry (same formula, charge and spin): 120.3 kJ/mol
* orbital gap: 4.4 eV
* LUMO: 0.1347 Eh

```
! wB97M-V def2-TZVPD RIJCOSX def2/J DEFGRID3
* xyz -2 1
Cs 0.513 -0.014 1.924
C -2.378 1.797 -0.442
N -1.846 3.077 -0.876
C -1.838 4.116 0.144
C -1.019 3.097 -1.963
N -0.594 1.994 -2.465
C -0.193 1.830 -3.785
C -0.970 2.269 -4.854
C -0.654 1.947 -6.171
C 0.445 1.142 -6.424
C 1.232 0.690 -5.370
C 0.966 1.045 -4.040
N 1.673 0.583 -2.950
C 2.945 0.311 -2.983
N 3.471 -0.607 -2.152
C 4.838 -0.550 -1.656
C 2.608 -1.535 -1.429
N 3.882 0.974 -3.792
C 3.666 2.333 -4.210
C 4.809 0.225 -4.601
N -0.679 4.380 -2.411
C -1.712 5.330 -2.734
C 0.589 4.592 -3.063
H -3.457 1.868 -0.278
H -1.926 1.459 0.490
H -2.154 1.068 -1.211
H -1.465 3.708 1.086
H -2.853 4.492 0.313
H -1.204 4.943 -0.164
H -1.863 2.846 -4.634
H -1.283 2.295 -6.982
H 0.686 0.846 -7.439
H 2.069 0.032 -5.568
H 5.314 0.376 -1.967
H 5.426 -1.397 -2.034
H 4.820 -0.596 -0.560
H 1.582 -1.457 -1.764
H 2.677 -1.326 -0.363
H 2.963 -2.556 -1.596
H 3.025 2.833 -3.490
H 3.198 2.413 -5.200
H 4.629 2.854 -4.238
H 4.861 -0.805 -4.253
H 5.816 0.656 -4.549
H 4.497 0.222 -5.655
H -2.627 5.081 -2.200
H -1.929 5.336 -3.813
H -1.410 6.343 -2.447
H 1.303 3.860 -2.693
H 0.954 5.593 -2.809
H 0.537 4.503 -4.155
C -2.631 -0.737 -3.866
N -2.705 -1.765 -2.842
C -3.647 -1.420 -1.783
C -1.497 -2.373 -2.516
N -0.357 -2.157 -3.025
N -1.651 -3.410 -1.560
C -1.112 -3.318 -0.285
N -1.707 -4.229 0.605
N -0.187 -2.495 0.009
H -3.643 -0.499 -4.195
H -2.067 -1.099 -4.725
H -2.154 0.179 -3.498
H -4.658 -1.412 -2.198
H -3.440 -0.442 -1.350
H -3.611 -2.136 -0.969
H -0.336 -1.299 -3.572
H -2.455 -4.005 -1.669
H -2.717 -4.221 0.550
H -1.450 -4.018 1.563
H -0.022 -2.604 1.006
O -0.061 1.075 4.697
S -1.017 2.006 4.126
O -1.045 3.314 4.753
O -0.926 2.088 2.663
C -2.676 1.312 4.468
C -3.467 2.160 5.240
C -4.751 1.819 5.635
C -5.272 0.595 5.262
C -4.502 -0.262 4.494
C -3.212 0.068 4.082
S -2.489 -1.196 2.991
O -1.121 -1.438 3.431
O -3.338 -2.367 3.164
O -2.562 -0.614 1.656
H -3.038 3.107 5.529
H -5.331 2.510 6.235
H -6.271 0.300 5.563
H -4.888 -1.225 4.194
C 6.440 1.315 2.831
Si 5.689 -0.431 2.946
C 7.120 -1.645 2.604
C 5.418 -0.626 4.834
C 4.372 -0.686 1.779
H 7.347 1.409 3.439
H 5.725 2.064 3.186
H 6.688 1.557 1.795
H 7.867 -1.642 3.405
H 7.618 -1.397 1.663
H 6.730 -2.664 2.511
H 6.293 -0.322 5.421
H 5.189 -1.668 5.079
H 4.563 -0.025 5.156
H 3.519 -0.005 1.754
H 4.065 -1.720 1.598
*
```

Computed, not measured: a structure of composition C20H24AuCl5Ge3N2O2 in a non-equilibrium geometry, with ωB97M-V with the def2-TZVPD basis set.

Properties
* energy relative to the best compared isomer or geometry (same formula, charge and spin): 39.1 kJ/mol
* orbital gap (spin up / spin down): 6.9 / 5.9 eV
* LUMO (spin up / spin down): -0.2169 / -0.3206 Eh

```
! wB97M-V def2-TZVPD RIJCOSX def2/J DEFGRID3
* xyz 2 3
Au 1.904 -0.054 -0.026
Cl 6.544 1.589 -1.504
Ge 5.097 0.675 -0.283
Cl 5.536 0.426 1.746
Cl 4.829 -1.220 -1.173
Cl 1.666 4.693 -1.471
C 2.763 4.171 -0.206
Cl 2.234 4.637 1.413
C 2.853 2.656 -0.219
O 4.053 2.193 -0.260
O 1.811 1.999 -0.173
H 3.739 4.602 -0.381
N 2.803 -3.982 0.976
C 2.107 -4.254 -0.178
C 1.689 -3.055 -0.655
N 2.129 -2.067 0.205
C 2.802 -2.659 1.180
H 3.260 -4.656 1.567
H 1.976 -5.257 -0.548
H 1.107 -2.831 -1.533
H 3.302 -2.171 2.002
C -3.486 0.170 2.320
Ge -1.599 0.583 2.391
C -0.434 -0.628 3.355
C -1.061 2.435 2.533
Ge -0.794 0.076 -0.183
C -1.473 -1.695 -0.571
C -1.762 -2.685 0.362
C -2.176 -3.939 -0.065
C -2.302 -4.206 -1.423
C -2.022 -3.217 -2.357
C -1.610 -1.960 -1.936
C -1.360 1.590 -1.237
C -0.693 1.786 -2.448
C -1.120 2.775 -3.321
C -2.180 3.600 -2.967
C -2.821 3.436 -1.745
C -2.414 2.432 -0.881
H -3.906 0.420 3.299
H -3.657 -0.887 2.127
H -4.000 0.767 1.569
H -0.630 -0.451 4.419
H 0.611 -0.385 3.164
H -0.619 -1.681 3.149
H -1.277 2.743 3.562
H -1.611 3.083 1.855
H 0.010 2.549 2.356
H -1.673 -2.495 1.426
H -2.412 -4.705 0.663
H -2.632 -5.182 -1.753
H -2.140 -3.417 -3.414
H -1.415 -1.192 -2.679
H 0.159 1.169 -2.721
H -0.619 2.910 -4.272
H -2.508 4.376 -3.647
H -3.644 4.084 -1.473
H -2.937 2.302 0.059
*
```

Computed, not measured: a structure of composition C28H30AlF5N5O5Sb in a non-equilibrium geometry, with ωB97M-V with the def2-TZVPD basis set.

Properties
* energy relative to the best compared isomer or geometry (same formula, charge and spin): 0.0 kJ/mol
* orbital gap: 6.6 eV
* LUMO: -0.0367 Eh

```
! wB97M-V def2-TZVPD RIJCOSX def2/J DEFGRID3
* xyz 0 1
Al 0.060 1.353 -0.186
O 3.120 1.442 5.921
C 1.883 1.507 5.830
O 0.963 1.409 6.664
C 1.373 1.522 4.361
C 0.017 1.654 4.084
C -0.423 1.622 2.778
N 0.432 1.458 1.755
C 1.753 1.351 2.016
C 2.258 1.385 3.293
C 2.596 1.169 0.777
O 3.795 1.058 0.810
O 1.862 1.137 -0.324
H -0.669 1.761 4.916
H -1.469 1.717 2.512
H 3.321 1.303 3.481
N 0.174 2.832 -3.987
C -0.070 1.561 -4.464
C -0.171 0.766 -3.365
N 0.006 1.532 -2.240
C 0.213 2.765 -2.647
C 0.361 3.792 -1.626
N 0.243 3.408 -0.378
C 0.366 4.528 0.403
C 0.556 5.606 -0.404
N 0.547 5.120 -1.695
H 0.293 3.653 -4.554
H -0.138 1.343 -5.516
H -0.378 -0.289 -3.304
H 0.315 4.479 1.481
H 0.693 6.651 -0.184
H 0.701 5.669 -2.523
C -1.503 -3.294 -1.980
C -0.577 -3.492 -0.778
C 0.298 -4.731 -0.962
Sb 0.514 -1.663 -0.339
C 0.909 -2.068 1.763
C 1.398 -3.466 2.129
C -0.385 -1.759 2.527
C 2.416 -1.889 -1.372
C 3.392 -2.901 -0.781
C 2.172 -2.130 -2.865
H -2.115 -4.189 -2.142
H -0.927 -3.129 -2.898
H -2.178 -2.448 -1.851
H -1.186 -3.612 0.123
H 0.888 -4.671 -1.879
H -0.339 -5.618 -1.048
H 0.984 -4.897 -0.133
H 1.674 -1.337 2.036
H 0.614 -4.208 1.961
H 1.636 -3.490 3.198
H 2.287 -3.779 1.589
H -1.099 -2.581 2.413
H -0.880 -0.846 2.191
H -0.182 -1.647 3.597
H 2.837 -0.891 -1.244
H 3.000 -3.919 -0.795
H 3.672 -2.646 0.241
H 4.312 -2.897 -1.376
H 1.611 -3.048 -3.051
H 3.130 -2.225 -3.387
H 1.631 -1.302 -3.331
F -7.078 1.029 -0.808
C -5.759 1.117 -0.627
C -4.895 0.392 -1.422
F -5.379 -0.399 -2.382
C -3.534 0.488 -1.227
F -2.719 -0.214 -2.034
C -2.973 1.291 -0.232
O -1.680 1.379 -0.033
C -3.873 2.018 0.543
F -3.400 2.829 1.499
C -5.240 1.934 0.356
F -6.060 2.647 1.126
*
```

Computed, not measured: a structure of composition C5H10N2O in a non-equilibrium geometry, with ωB97M-V with the def2-TZVPD basis set.

Properties
* energy relative to the best compared isomer or geometry (same formula, charge and spin): 1057.3 kJ/mol
* orbital gap: 9.4 eV
* LUMO: 0.0152 Eh

```
! wB97M-V def2-TZVPD RIJCOSX def2/J DEFGRID3
* xyz 0 1
C 0.123 1.717 0.300
C 0.609 0.631 -0.640
C 1.540 -0.373 0.268
C 0.160 -1.131 0.260
C -2.613 -0.734 0.039
H -1.119 1.537 0.863
H 1.289 1.909 1.317
H 0.034 2.878 -0.604
H 1.036 1.038 -1.496
H 1.569 -0.355 1.425
H 2.809 -0.612 -1.499
H -0.506 -1.256 1.282
H 0.203 -2.097 -0.100
H -3.563 -0.192 -0.151
H -2.406 -1.793 0.268
N -0.362 -0.440 -0.773
N -1.678 0.018 -0.522
O 2.874 -0.744 -0.237
*
```

Computed, not measured: a structure of composition C36H44N3PRu in a non-equilibrium geometry, with ωB97M-V with the def2-TZVPD basis set.

Properties
* orbital gap (spin up / spin down): 2.4 / 6.7 eV
* LUMO (spin up / spin down): 0.0902 / 0.0881 Eh

```
! wB97M-V def2-TZVPD RIJCOSX def2/J DEFGRID3
* xyz -1 6
Ru -1.102 -1.458 0.906
N -2.881 2.468 -1.629
N -2.506 -0.545 -1.386
C -0.424 -2.491 2.608
C -1.861 -2.348 2.654
C -2.173 -0.937 2.673
C -3.545 -0.357 2.814
H -4.274 -1.007 2.314
H -3.587 0.640 2.365
H -3.847 -0.269 3.869
C -0.930 -0.202 2.578
C -0.763 1.284 2.530
H -0.261 1.684 3.422
H -1.734 1.775 2.434
H -0.152 1.571 1.665
C 0.149 -1.167 2.573
C 1.605 -0.859 2.594
H 1.797 0.102 2.115
H 2.176 -1.626 2.062
H 2.001 -0.804 3.615
C -2.846 -3.469 2.659
H -3.104 -3.777 3.679
H -2.443 -4.343 2.136
H -3.773 -3.171 2.158
C 0.350 -3.766 2.640
H 1.007 -3.849 1.767
H -0.323 -4.628 2.638
H 0.986 -3.826 3.533
C -3.048 3.788 -1.532
H -2.425 4.412 -2.177
C -3.946 4.393 -0.630
H -4.014 5.475 -0.567
C -4.756 3.567 0.157
H -5.501 3.988 0.831
C -4.574 2.194 0.090
H -5.187 1.478 0.645
C -3.509 1.660 -0.726
C -3.176 0.271 -0.487
H -3.843 -0.258 0.208
C -1.373 -1.220 -0.982
C -2.878 -1.015 -2.666
H -3.792 -0.708 -3.155
C -1.910 -1.854 -3.064
H -1.809 -2.461 -3.947
N -0.947 -1.950 -2.051
C 0.438 -2.278 -2.269
C 0.974 -3.485 -1.811
C 2.353 -3.705 -1.946
H 2.786 -4.638 -1.569
C 3.182 -2.757 -2.555
C 4.669 -2.948 -2.623
H 5.180 -2.471 -1.776
H 5.080 -2.505 -3.535
H 4.932 -4.008 -2.608
C 2.608 -1.586 -3.056
H 3.236 -0.855 -3.574
C 1.241 -1.322 -2.911
C 0.698 -0.002 -3.357
H -0.342 -0.069 -3.686
H 1.307 0.365 -4.194
H 0.753 0.753 -2.544
C 0.096 -4.533 -1.205
H -0.597 -4.971 -1.938
H -0.504 -4.132 -0.374
H 0.717 -5.344 -0.807
C 2.996 2.836 -2.284
P 2.091 1.940 -0.954
C 3.385 0.741 -0.441
C 2.115 3.222 0.365
C 2.661 3.024 1.652
C 2.513 4.011 2.633
C 1.823 5.195 2.354
C 1.292 5.402 1.076
C 1.425 4.423 0.095
H 2.257 3.360 -2.907
H 3.692 3.566 -1.850
H 3.544 2.118 -2.909
H 4.013 0.486 -1.306
H 4.014 1.155 0.355
H 2.902 -0.181 -0.089
H 3.212 2.110 1.901
H 2.947 3.840 3.624
H 1.698 5.945 3.136
H 0.767 6.327 0.847
H 0.992 4.586 -0.893
*
```

Computed, not measured: a structure of composition C2F3NO6S2Y in a non-equilibrium geometry, with ωB97M-V with the def2-TZVPD basis set.

Properties
* energy relative to the best compared isomer or geometry (same formula, charge and spin): 102.4 kJ/mol
* orbital gap (spin up / spin down): 6.1 / 9.3 eV
* LUMO (spin up / spin down): -0.0375 / -0.0409 Eh

```
! wB97M-V def2-TZVPD RIJCOSX def2/J DEFGRID3
* xyz 0 2
N -1.113 0.480 0.004
S -0.510 0.937 -1.464
O 0.999 1.170 -1.399
S -0.266 -0.035 1.218
O 1.094 -0.557 0.886
O -1.065 -0.876 2.105
C 0.134 1.456 2.267
F 0.874 2.315 1.587
F -0.988 2.049 2.644
F 0.803 1.065 3.341
O -1.315 -2.530 -3.324
C -0.627 -2.062 -2.461
O 0.390 -2.358 -1.836
O -0.617 -0.352 -2.428
Y 2.206 -0.702 -1.139
*
```

Computed, not measured: the molecule C12H25N5O3 in a non-equilibrium geometry, with ωB97M-V with the def2-TZVPD basis set.

Properties
* energy relative to the best compared isomer or geometry (same formula, charge and spin): 5.8 kJ/mol
* orbital gap: 9.6 eV
* LUMO: 0.0101 Eh
* SMILES: [H]/N=C(/N)NCCC[C@H](N)C(=O)N[C@H](C(=O)O)[C@@H](C)CC

```
! wB97M-V def2-TZVPD RIJCOSX def2/J DEFGRID3
* xyz 0 1
H 2.933 3.836 2.759
N 3.377 4.648 2.328
C 2.712 5.067 1.328
N 3.248 6.080 0.522
N 1.466 4.659 0.855
C 0.843 3.462 1.395
C 1.488 2.154 0.943
C 0.862 0.900 1.575
C -0.193 0.211 0.702
N -1.342 1.064 0.313
C -0.765 -1.013 1.434
O -0.656 -1.140 2.647
N -1.447 -1.936 0.690
C -1.738 -1.966 -0.742
C -3.249 -1.617 -0.909
O -4.071 -2.456 -1.197
O -3.554 -0.363 -0.677
C -1.348 -3.297 -1.381
C -1.583 -3.235 -2.894
C 0.088 -3.673 -1.045
C 0.532 -5.036 -1.592
H 4.056 6.417 0.964
H 2.562 6.800 0.312
H 1.356 4.776 -0.131
H 0.893 3.552 2.491
H -0.249 3.507 1.098
H 2.564 2.206 1.178
H 1.418 2.095 -0.181
H 1.637 0.165 1.779
H 0.419 1.105 2.548
H 0.276 -0.125 -0.231
H -1.048 1.842 -0.282
H -1.743 1.498 1.157
H -1.850 -2.677 1.275
H -1.148 -1.156 -1.230
H -2.756 0.145 -0.402
H -2.007 -4.052 -0.973
H -1.391 -4.212 -3.373
H -2.626 -2.953 -3.127
H -0.923 -2.509 -3.361
H 0.796 -2.904 -1.440
H 0.226 -3.669 0.062
H 0.586 -5.043 -2.675
H 1.523 -5.320 -1.232
H -0.170 -5.837 -1.278
*
```

Computed, not measured: the molecule C4H8O2, with ωB97M-V with the def2-TZVPD basis set.

Properties
* energy relative to the best compared isomer or geometry (same formula, charge and spin): 122.5 kJ/mol
* orbital gap: 10.7 eV
* LUMO: 0.0385 Eh
* SMILES: CC1OCCO1

```
! wB97M-V def2-TZVPD RIJCOSX def2/J DEFGRID3
* xyz 0 1
C -1.862 -0.272 0.488
C -0.605 -0.627 -0.284
O -0.174 0.417 -1.135
C 1.038 0.954 -0.643
C 1.565 -0.116 0.317
O 0.429 -0.888 0.641
H -2.161 -1.123 1.109
H -2.682 -0.026 -0.191
H -1.665 0.583 1.142
H -0.770 -1.511 -0.919
H 1.714 1.124 -1.488
H 0.866 1.912 -0.132
H 1.967 0.312 1.240
H 2.341 -0.740 -0.144
*
```

Computed, not measured: a structure of composition C2H5NOS2 in a non-equilibrium geometry, with ωB97M-V with the def2-TZVPD basis set.

Properties
* energy relative to the best compared isomer or geometry (same formula, charge and spin): 419.4 kJ/mol
* orbital gap: 8.0 eV
* LUMO: -0.0172 Eh

```
! wB97M-V def2-TZVPD RIJCOSX def2/J DEFGRID3
* xyz 0 1
C 0.243 -0.759 1.003
C -0.624 0.113 0.112
H 0.945 -1.700 -1.256
H 0.611 -0.317 1.884
H -0.326 -1.682 1.388
H -0.596 2.125 -0.754
H 0.776 3.090 0.397
N -0.165 1.387 -0.172
O 1.115 1.875 0.083
S 1.666 -1.002 -0.309
S -2.096 -0.395 -0.179
*
```

Computed, not measured: the ion CH2FO3S2 with charge -1 in a non-equilibrium geometry, with ωB97M-V with the def2-TZVPD basis set.

Properties
* energy relative to the best compared isomer or geometry (same formula, charge and spin): 0.0 kJ/mol
* orbital gap: 8.7 eV
* LUMO: 0.1312 Eh
* SMILES: O=S(=O)([O-])SCF

```
! wB97M-V def2-TZVPD RIJCOSX def2/J DEFGRID3
* xyz -1 1
O 3.202 -0.184 1.512
S 2.772 0.189 0.190
O 1.931 1.350 0.078
O 3.915 0.224 -0.740
S 1.428 -1.374 -0.653
C 0.190 -0.960 0.632
F -1.121 -1.075 0.280
H 0.310 0.198 0.857
H 0.337 -1.653 1.559
*
```